No. 1
The following is a quantum chemistry calculation of C35H27BrN7O4S3Sc as an isolated structure at a distorted geometry, from OMol25.

Each line ends with the Mulliken charge.
Element x y z (Å)
1 Sc 0.071 0.258 -0.414  -0.3918
2 C -2.798 -1.558 4.810  -1.2951
3 C -3.151 -0.892 3.538  1.1509
4 N -4.300 -0.869 2.958  -0.8913
5 N -4.126 -0.074 1.868  0.4001
6 C -2.868 0.354 1.720  -0.1297
7 S -2.270 1.364 0.509  -0.4013
8 N -2.245 -0.120 2.839  0.4399
9 N -0.933 0.125 3.130  -0.6532
10 H -3.634 -2.166 5.145  0.3608
11 H -2.568 -0.811 5.571  0.3083
12 H -1.914 -2.185 4.683  0.3004
13 H -4.834 -0.042 1.156  0.2390
14 H -0.819 0.605 4.015  0.2767
15 H -0.373 -0.722 3.138  0.1338
16 Br 2.326 -1.169 -1.430  0.0245
17 C 1.978 -0.766 -3.306  0.7928
18 C 2.817 -1.316 -4.227  -0.9136
19 C 2.587 -1.065 -5.593  -0.5607
20 C 1.538 -0.279 -5.972  -0.9368
21 C 0.681 0.312 -5.014  0.9376
22 C -0.383 1.154 -5.405  -0.8293
23 C -1.189 1.726 -4.464  -1.1039
24 C -0.968 1.488 -3.091  -0.4625
25 C 0.044 0.670 -2.637  1.1236
26 C 0.884 0.074 -3.620  0.0414
27 H 3.641 -1.941 -3.911  0.4484
28 H 3.258 -1.485 -6.331  0.4044
29 H 1.343 -0.087 -7.021  0.3733
30 H -0.535 1.343 -6.461  0.3603
31 H -2.001 2.376 -4.767  0.4257
32 H -1.628 1.979 -2.380  0.2860
33 O -2.732 -2.281 0.343  -0.7361
34 S -1.457 -2.186 -0.307  1.0785
35 O -1.358 -1.130 -1.316  -0.4113
36 N -0.249 -1.870 0.725  0.0330
37 C 0.541 -2.963 0.887  -0.1316
38 S 1.725 -3.071 2.021  -0.2939
39 C 0.217 -4.060 -0.059  0.4635
40 C 0.870 -5.272 -0.213  -0.9046
41 C 0.403 -6.154 -1.177  -0.5298
42 C -0.673 -5.824 -1.994  -0.5673
43 C -1.326 -4.606 -1.854  -0.7525
44 C -0.870 -3.758 -0.868  0.2985
45 H 1.726 -5.501 0.407  0.4644
46 H 0.891 -7.111 -1.308  0.4071
47 H -1.006 -6.520 -2.752  0.4170
48 H -2.149 -4.318 -2.493  0.5035
49 O 2.134 0.319 3.568  -0.7191
50 C 2.176 1.042 2.596  -0.2975
51 N 2.787 2.272 2.553  0.0622
52 C 2.614 2.936 1.281  3.6355
53 C 1.736 1.878 0.614  -0.0533
54 O 1.164 1.999 -0.502  -0.2141
55 N 1.553 0.817 1.360  -0.2204
56 C 3.939 3.170 0.570  -0.5265
57 C 4.304 2.460 -0.566  0.1871
58 C 5.522 2.710 -1.185  -1.0051
59 C 6.386 3.659 -0.663  -0.4265
60 C 6.032 4.358 0.482  -0.9097
61 C 4.811 4.120 1.092  -0.2123
62 C 1.784 4.218 1.330  -0.4160
63 C 1.598 4.928 0.146  -0.1110
64 C 0.791 6.051 0.125  -0.9450
65 C 0.164 6.480 1.288  -0.4641
66 C 0.346 5.774 2.466  -0.8393
67 C 1.148 4.640 2.488  -0.4504
68 H 3.406 2.588 3.277  0.2333
69 H 3.629 1.724 -0.984  0.2831
70 H 5.788 2.158 -2.077  0.4733
71 H 7.335 3.853 -1.145  0.3933
72 H 6.705 5.095 0.901  0.3947
73 H 4.531 4.691 1.970  0.4332
74 H 2.069 4.576 -0.763  0.4518
75 H 0.652 6.589 -0.804  0.4286
76 H -0.470 7.356 1.269  0.4120
77 H -0.145 6.101 3.373  0.4080
78 H 1.268 4.079 3.405  0.4173

Cartesian forces (eV/Å) of the 3 atoms listed first:
Sc -0.27 -0.35 -0.05
C 0.03 -0.06 0.00
C 0.20 0.25 0.13

Summary:
Energy relative to the best compared isomer or geometry (same formula, charge and spin) ... 0.612 eV
M ... 830.7 g/mol
HOMO energy ... -0.2863 Eh
LUMO level ... -0.0142 Ha
Frontier orbital gap ... 7.4 eV

---

No. 2
The following is a quantum chemistry calculation of C4H4CoLiO5 as an isolated structure at a distorted geometry, from OMol25.

Each line ends with the Löwdin spin population.
Element x y z (Å)
1 O 3.373 1.578 0.662  0.2073
2 C 3.981 0.513 0.713  0.6248
3 O 3.476 -0.616 0.486  0.2155
4 Li 3.965 -2.404 0.689  0.0161
5 Co 1.722 0.486 0.120  2.8125
6 C 0.017 -0.036 -0.657  0.0596
7 C -1.005 0.804 -0.710  0.0403
8 H -0.112 -1.045 -1.071  0.0094
9 H -1.006 1.894 -0.713  0.0045
10 O -4.136 -0.631 -1.429  0.0005
11 C -2.929 -0.249 -1.607  0.0013
12 O -2.344 -0.523 -2.711  0.0002
13 O -2.396 0.377 -0.639  0.0078
14 H -4.564 -0.933 -2.247  0.0000
15 H -1.524 -1.076 -2.596  0.0001

Cartesian forces (eV/Å) of the 3 atoms listed first:
O -0.02 -0.69 -0.03
C 0.68 1.44 0.29
O -0.48 -1.25 -0.11

Summary:
Energy relative to the best compared isomer or geometry (same formula, charge and spin) ... 0.315 eV
M ... 197.9 g/mol
HOMO energy (spin up / spin down) ... -0.6166 / -0.6491 Eh
⟨S²⟩ ... 6.009
Net charge ... +2
LUMO level (spin up / spin down) ... -0.2608 / -0.3339 Ha
Frontier orbital gap (spin up / spin down) ... 9.7 / 8.6 eV
2S+1 ... 5

---

No. 3
The following is a quantum chemistry calculation of an isolated ion of composition C4H6N3 and charge +1 at a distorted geometry, from OMol25.

Each line ends with the Mulliken charge.
Element x y z (Å)
1 C 1.477 -0.103 0.057  0.4477
2 C -1.995 -0.123 -0.079  0.3476
3 C 2.188 -1.186 0.157  -0.6475
4 C 1.360 1.305 -0.243  -0.4606
5 N -0.957 0.488 0.095  0.1718
6 N 0.271 0.543 0.417  -0.2301
7 N -3.233 -0.455 0.019  -0.3605
8 H 3.191 -1.316 -0.332  0.2510
9 H 1.724 -2.059 0.599  0.2397
10 H 1.939 1.974 0.330  0.2903
11 H 1.528 1.384 -1.257  0.3182
12 H -3.580 0.005 0.939  0.3284
13 H -3.912 -0.455 -0.701  0.3039

Cartesian forces (eV/Å) of the 3 atoms listed first:
C 0.27 -0.17 0.71
C 3.85 2.30 -0.40
C 0.50 -1.34 -0.64

Summary:
Energy relative to the best compared isomer or geometry (same formula, charge and spin) ... 5.358 eV
M ... 96.1 g/mol
HOMO energy ... -0.5030 Eh
Net charge ... +1
Structure (SMILES) ... C=C1CN1N=C=[NH2+]
LUMO level ... -0.1597 Ha
Frontier orbital gap ... 9.3 eV

---

No. 4
The following is a quantum chemistry calculation of a 5-piece molecular cluster, C48H56ClN8 overall at a distorted geometry, from OMol25.

Each line ends with the Mulliken charge.
Element x y z (Å)
1 C -2.671 -1.751 0.471  -1.0505
2 N -3.969 -2.254 -0.072  0.0909
3 C -4.907 -2.538 0.862  -0.3624
4 C -6.097 -3.113 0.505  -0.6026
5 C -6.359 -3.454 -0.819  0.5124
6 C -5.406 -3.079 -1.775  -0.7862
7 C -4.231 -2.487 -1.365  0.0600
8 C -7.618 -4.189 -1.157  0.6207
9 C -7.579 -5.415 -1.812  -0.5950
10 C -8.763 -6.085 -2.041  -0.3158
11 N -9.934 -5.546 -1.672  0.0122
12 C -10.009 -4.356 -1.070  -0.2033
13 C -8.855 -3.618 -0.880  -0.6050
14 C -11.183 -6.274 -2.022  -0.8788
15 H -2.268 -2.537 1.107  0.5035
16 H -2.812 -0.803 0.973  0.3208
17 H -1.914 -1.652 -0.304  0.1844
18 H -4.627 -2.259 1.868  0.5428
19 H -6.843 -3.293 1.271  0.5682
20 H -5.507 -3.501 -2.767  0.5086
21 H -3.423 -2.289 -2.057  0.5031
22 H -6.639 -5.897 -2.043  0.5190
23 H -8.807 -7.102 -2.406  0.4355
24 H -10.986 -3.913 -0.930  0.4142
25 H -8.905 -2.615 -0.479  0.5012
26 H -11.049 -7.331 -1.810  0.3656
27 H -11.418 -6.139 -3.077  0.3640
28 H -12.013 -5.874 -1.446  0.3528
29 C -6.300 5.053 -7.293  -0.7933
30 N -5.606 4.714 -6.006  -0.0034
31 C -5.098 3.496 -5.760  -0.1774
32 C -4.577 3.171 -4.528  -0.8074
33 C -4.556 4.126 -3.511  1.0842
34 C -4.917 5.418 -3.870  -0.6698
35 C -5.458 5.696 -5.110  -0.3304
36 C -4.089 3.808 -2.132  1.0403
37 C -4.645 4.506 -1.062  -0.8022
38 C -4.353 4.215 0.241  -0.4581
39 N -3.557 3.166 0.507  0.0952
40 C -2.918 2.514 -0.475  -0.2281
41 C -3.172 2.797 -1.804  -0.8598
42 C -3.234 2.859 1.919  -0.6957
43 H -6.387 4.183 -7.935  0.2957
44 H -5.670 5.744 -7.854  0.3739
45 H -7.225 5.514 -6.966  0.3543
46 H -5.297 2.767 -6.533  0.3738
47 H -4.348 2.141 -4.294  0.4290
48 H -4.931 6.260 -3.188  0.4477
49 H -5.914 6.654 -5.322  0.4653
50 H -5.368 5.285 -1.266  0.4716
51 H -4.792 4.725 1.087  0.4101
52 H -2.187 1.757 -0.175  0.5343
53 H -2.627 2.217 -2.537  0.4984
54 H -4.062 3.165 2.553  0.3107
55 H -2.379 3.453 2.240  0.3371
56 H -3.012 1.803 2.025  0.2140
57 C 9.535 -3.331 3.200  -0.8241
58 N 8.220 -3.179 2.531  0.0501
59 C 8.150 -3.252 1.192  -0.3001
60 C 6.959 -3.124 0.519  -0.7651
61 C 5.767 -3.099 1.260  1.1004
62 C 5.857 -3.136 2.645  -0.6805
63 C 7.095 -3.240 3.259  -0.5073
64 C 4.442 -3.033 0.580  1.2404
65 C 3.264 -2.556 1.173  -0.7355
66 C 2.048 -2.618 0.530  -0.3796
67 N 2.005 -3.233 -0.672  0.1374
68 C 3.106 -3.693 -1.285  -0.5530
69 C 4.323 -3.592 -0.694  -0.7543
70 C 0.693 -3.565 -1.273  -0.6880
71 H 10.327 -3.098 2.498  0.2975
72 H 9.637 -4.336 3.606  0.3893
73 H 9.601 -2.655 4.052  0.3564
74 H 9.086 -3.384 0.663  0.4205
75 H 6.933 -2.997 -0.552  0.4519
76 H 5.013 -3.277 3.308  0.5231
77 H 7.173 -3.310 4.335  0.4958
78 H 3.316 -2.051 2.129  0.4886
79 H 1.078 -2.353 0.922  0.4913
80 H 2.956 -4.245 -2.205  0.4772
81 H 5.197 -3.943 -1.221  0.4465
82 H 0.615 -4.644 -1.355  0.4370
83 H 0.627 -3.080 -2.248  0.4194
84 H -0.086 -3.094 -0.684  -0.1089
85 C 9.947 4.677 5.775  -0.8421
86 N 8.767 4.351 4.936  0.0185
87 C 8.696 4.867 3.700  -0.3154
88 C 7.663 4.504 2.855  -0.7256
89 C 6.767 3.509 3.226  0.9879
90 C 6.894 2.969 4.507  -0.7646
91 C 7.902 3.410 5.347  -0.2783
92 C 5.799 2.911 2.245  1.1700
93 C 6.131 2.884 0.896  -0.7489
94 C 5.189 2.455 -0.024  -0.2193
95 N 3.978 2.054 0.363  0.0897
96 C 3.676 1.967 1.694  -0.5903
97 C 4.577 2.354 2.650  -0.7087
98 C 2.908 1.660 -0.575  -0.7188
99 H 10.872 4.395 5.274  0.3908
100 H 9.872 4.186 6.739  0.2853
101 H 10.016 5.755 5.918  0.3775
102 H 9.441 5.602 3.427  0.5012
103 H 7.678 4.962 1.875  0.5338
104 H 6.221 2.255 4.963  0.3384
105 H 8.070 2.972 6.320  0.3910
106 H 7.091 3.179 0.498  0.5361
107 H 5.400 2.385 -1.083  0.4290
108 H 2.646 1.646 1.845  0.4773
109 H 4.335 2.252 3.698  0.4568
110 H 3.301 1.648 -1.592  0.2680
111 H 2.090 2.372 -0.548  0.3601
112 H 2.537 0.661 -0.364  0.1998
113 Cl 0.070 0.434 1.217  -0.7160

Cartesian forces (eV/Å) of the 3 atoms listed first:
C 0.31 -0.59 -0.76
N -0.37 0.07 0.63
C 0.28 0.30 -0.34

Summary:
Energy relative to the best compared isomer or geometry (same formula, charge and spin) ... 2.839 eV
M ... 780.5 g/mol
HOMO energy ... -0.7785 Eh
Net charge ... +7
LUMO level ... -0.5370 Ha
Frontier orbital gap ... 6.6 eV

---

Q: The highest M belongs to which entry?
A: C35H27BrN7O4S3Sc

---

Please write out number 3 again, unchanged.
The following is a quantum chemistry calculation of an isolated ion of composition C4H6N3 and charge +1 at a distorted geometry, from OMol25.

Each line ends with the Mulliken charge.
Element x y z (Å)
1 C 1.477 -0.103 0.057  0.4477
2 C -1.995 -0.123 -0.079  0.3476
3 C 2.188 -1.186 0.157  -0.6475
4 C 1.360 1.305 -0.243  -0.4606
5 N -0.957 0.488 0.095  0.1718
6 N 0.271 0.543 0.417  -0.2301
7 N -3.233 -0.455 0.019  -0.3605
8 H 3.191 -1.316 -0.332  0.2510
9 H 1.724 -2.059 0.599  0.2397
10 H 1.939 1.974 0.330  0.2903
11 H 1.528 1.384 -1.257  0.3182
12 H -3.580 0.005 0.939  0.3284
13 H -3.912 -0.455 -0.701  0.3039

Cartesian forces (eV/Å) of the 3 atoms listed first:
C 0.27 -0.17 0.71
C 3.85 2.30 -0.40
C 0.50 -1.34 -0.64

Summary:
Energy relative to the best compared isomer or geometry (same formula, charge and spin) ... 5.358 eV
M ... 96.1 g/mol
HOMO energy ... -0.5030 Eh
Net charge ... +1
Structure (SMILES) ... C=C1CN1N=C=[NH2+]
LUMO level ... -0.1597 Ha
Frontier orbital gap ... 9.3 eV